Density functional theory data (ωB97M-V/def2-TZVPD) for C19H43AlBBrNO6 as an isolated structure at a distorted geometry.

The geometry in ORCA input format:
```
! RIJCOSX wB97M-V def2-TZVPD def2/J DEFGRID3
* xyz -1 1
C 5.2745 2.1336 -2.1078
O 4.8280 0.9248 -1.5573
C 4.0052 1.1290 -0.3775
Al 5.0410 0.9944 1.4064
Br 7.4225 0.9738 1.0210
C 4.3208 -0.6498 2.3755
C 5.2681 -1.8837 2.3891
C 5.7026 -2.3599 0.9904
C 6.6201 -3.6255 1.1612
C 8.0770 -3.3126 0.7346
N 8.9481 -2.8890 1.8429
B 4.6714 2.6898 2.6275
O 3.8731 3.8080 2.2389
O 5.2922 2.7195 3.9265
H 4.5958 2.9749 -1.8917
H 5.3498 2.0526 -3.2027
H 6.2552 2.3773 -1.6590
H 3.2229 0.3553 -0.4083
H 3.4714 2.1000 -0.3624
H 4.1262 -0.3509 3.4223
H 3.3617 -0.9193 1.8996
H 6.1190 -1.6852 3.0553
H 4.7118 -2.7303 2.8448
H 4.8625 -2.6010 0.3287
H 6.3176 -1.6119 0.4785
H 6.2679 -4.4603 0.5320
H 6.5872 -4.0025 2.1949
H 8.5409 -4.1929 0.2527
H 8.1153 -2.5169 -0.0219
H 8.5267 -3.0891 2.7350
H 9.1387 -1.9035 1.7772
H 4.4355 4.5789 2.2879
H 6.2104 2.5500 3.7280
C -1.2681 0.8827 1.2343
C -1.4600 0.2610 -0.1378
C -0.1269 0.5595 -0.8036
O 0.8560 0.5794 0.2342
C 0.1993 0.5916 1.5056
H -1.9303 0.4762 1.9993
H -1.4326 1.9625 1.1792
H -1.5958 -0.8207 -0.0402
H -2.3109 0.6630 -0.6885
H -0.1337 1.5452 -1.2835
H 0.1488 -0.1876 -1.5503
H 0.3309 -0.3945 1.9654
H 0.6672 1.3385 2.1484
C -4.6821 0.9972 -4.0969
C -6.0167 1.2427 -3.4136
C -5.6292 1.1920 -1.9462
O -4.2764 1.6635 -1.8614
C -3.7203 1.7337 -3.1794
H -4.6421 1.3536 -5.1261
H -4.4555 -0.0724 -4.0968
H -6.3879 2.2395 -3.6706
H -6.7861 0.5155 -3.6732
H -5.6579 0.1698 -1.5644
H -6.2706 1.8144 -1.3199
H -3.6361 2.7902 -3.4574
H -2.7208 1.2956 -3.1760
C -9.8546 -0.3280 0.1081
C -9.3159 -1.5816 0.7769
C -8.2603 -2.0363 -0.2166
O -7.7520 -0.8536 -0.8456
C -8.5994 0.2546 -0.5187
H -10.3441 0.3616 0.7952
H -10.5719 -0.6001 -0.6713
H -8.8469 -1.3227 1.7299
H -10.0745 -2.3405 0.9665
H -8.6944 -2.6749 -0.9936
H -7.4397 -2.5764 0.2573
H -8.0632 0.8952 0.1898
H -8.8064 0.8329 -1.4209
*
```

The HOMO energy is -3.880 eV. For the LUMO energy, the calculation gives 1.87 eV. The total energy comes out at -4097.340220 Eh.